The following is a quantum chemistry calculation of C15H21ClN2O in the gas phase, from the Open Molecules 2025 dataset.

```
40
Properties=species:S:1:pos:R:3:forces:R:3
C 0.211966 2.866260 -0.951979 0.01 0.06 -0.04
N 0.228673 2.086350 0.273085 -0.21 -0.30 -0.07
C -0.968649 1.291636 0.408970 0.34 0.18 -0.05
C -1.129440 0.124857 -0.576331 -0.32 0.19 0.38
O -0.349596 -0.126702 -1.464963 0.25 -0.01 -0.15
N -2.268143 -0.591801 -0.321426 -0.21 0.11 0.28
C -2.780393 -1.703282 -0.995260 -0.09 -0.30 -0.23
C -2.130644 -2.300045 -2.072869 0.15 0.13 0.01
C -2.690177 -3.397913 -2.698667 -0.26 -0.11 0.10
C -3.899083 -3.907217 -2.253667 0.10 0.15 0.07
Cl -4.597238 -5.280643 -3.039551 -0.09 -0.18 -0.10
C -4.556528 -3.324956 -1.181444 0.07 -0.04 -0.09
C -3.996183 -2.228289 -0.557767 0.15 0.05 -0.06
C 1.515859 1.405579 0.471657 0.08 0.18 0.34
C 2.500122 2.413105 1.083087 0.17 -0.19 -0.31
C 3.882066 1.796470 1.269854 -0.07 0.10 0.26
C 3.800902 0.568219 2.167817 0.12 -0.09 -0.29
C 2.817434 -0.435670 1.579296 -0.09 0.07 0.28
C 1.436323 0.190998 1.398407 0.06 -0.05 -0.33
H -0.699402 3.463998 -0.977567 0.00 0.08 -0.05
H 0.254721 2.243441 -1.853577 0.01 0.03 0.01
H 1.060600 3.545517 -0.960474 0.00 0.09 -0.04
H -1.822376 1.964810 0.266567 -0.01 -0.10 0.07
H -1.024893 0.901129 1.428903 -0.13 -0.05 -0.08
H -2.841277 -0.270360 0.446979 0.18 0.02 -0.10
H -1.191736 -1.900553 -2.416809 0.01 0.00 0.00
H -2.185611 -3.857944 -3.533389 0.03 -0.05 -0.08
H -5.497366 -3.726246 -0.839500 -0.08 -0.05 0.01
H -4.507658 -1.772471 0.278433 -0.06 0.05 0.09
H 1.907882 1.060411 -0.498737 -0.02 -0.01 0.06
H 2.103640 2.737518 2.047125 -0.07 0.04 0.04
H 2.581896 3.294414 0.447092 -0.06 0.08 0.02
H 4.559409 2.535199 1.703796 0.05 0.00 -0.08
H 4.282696 1.506287 0.295735 0.09 0.01 -0.05
H 4.786913 0.110163 2.269895 0.01 0.00 0.09
H 3.464710 0.867077 3.163466 0.02 0.00 0.09
H 2.736521 -1.307958 2.231942 0.01 -0.05 -0.08
H 3.184474 -0.777580 0.609115 0.02 -0.08 -0.04
H 1.050747 0.500028 2.373130 -0.08 0.02 0.07
H 0.768838 -0.563839 0.979627 -0.07 0.00 0.07
```
Positions in Å, forces in eV/Å.

Calculated values
2S+1 ... 1
SMILES string ... CN(CC(=O)Nc1ccc(Cl)cc1)C1CCCCC1
Energy relative to the best compared isomer or geometry (same formula, charge and spin) ... 0.000 eV
Total charge ... 0
HOMO-LUMO gap ... 8.946 eV
Strongest force on any atom ... 0.53 eV Å⁻¹
HOMO level ... -8.385 eV

Löwdin atomic charge list, values in e, 2 entries: -0.079 -0.170

***

The following is a quantum chemistry calculation of a molecular structure, C25H47GeIrN3O2SeSi3, from the Open Molecules 2025 dataset.

```
83
Properties=species:S:1:pos:R:3:forces:R:3
Ir -0.205774 1.054456 -0.685785 -0.06 0.04 0.18
C 1.877157 -0.527408 1.761992 -0.02 0.00 0.04
Si 2.649969 -0.265442 0.070348 -0.02 0.01 0.01
C 2.394266 -1.895756 -0.832176 0.01 -0.05 -0.01
C 4.479810 0.045403 0.282669 0.04 -0.04 -0.03
C 1.826294 1.190815 -0.833697 0.12 0.08 -0.03
Si 2.011785 1.081638 -2.742829 0.02 0.24 0.05
C 1.494845 2.634009 -3.657175 0.03 0.04 -0.03
C 3.783302 0.721954 -3.191622 0.01 -0.16 -0.04
C 0.807690 -0.238665 -3.355839 -0.04 -0.07 0.00
Si 2.373171 2.860519 -0.172187 0.06 -0.22 0.02
C 3.920671 3.629536 -0.859285 0.02 0.02 0.02
C 2.352254 2.951712 1.690220 0.07 0.00 0.02
C 0.857357 3.820523 -0.735170 -0.20 0.10 -0.11
C 0.745048 5.194814 -0.904659 -0.07 -0.04 -0.04
C -0.437039 5.751057 -1.359079 -0.06 -0.02 -0.02
C -1.511295 4.912856 -1.639267 0.09 0.10 0.02
C -1.363552 3.559462 -1.447751 -0.04 -0.07 0.01
N -0.207273 3.028936 -1.009621 0.30 0.27 -0.01
H 2.195178 -1.503310 2.139230 0.01 0.02 0.01
H 0.784188 -0.521232 1.743990 0.04 -0.03 0.01
H 2.202251 0.223961 2.483113 -0.04 0.00 -0.01
H 2.872960 -2.683895 -0.244372 -0.01 0.00 -0.01
H 2.828719 -1.923419 -1.832535 -0.01 -0.02 0.03
H 1.330889 -2.148979 -0.913806 0.07 0.02 0.03
H 4.925049 -0.783190 0.839974 -0.01 0.01 -0.01
H 4.688629 0.956935 0.846965 -0.02 -0.01 0.00
H 5.000923 0.113261 -0.673977 0.00 0.01 0.04
H 2.009196 3.538980 -3.329865 0.00 -0.01 0.00
H 0.419461 2.817144 -3.607708 0.02 0.01 0.00
H 1.745676 2.492333 -4.712802 -0.01 0.00 0.02
H 4.459480 1.454722 -2.746041 -0.04 -0.01 -0.02
H 3.883976 0.795669 -4.277928 0.01 -0.01 0.02
H 4.118773 -0.271901 -2.894983 0.01 0.00 0.00
H -0.240803 0.045325 -3.168649 0.00 0.00 -0.02
H 0.979739 -1.225556 -2.924115 -0.01 0.09 -0.06
H 0.904155 -0.318814 -4.442877 -0.04 0.01 0.01
H 4.798853 3.032984 -0.601973 -0.01 0.01 0.01
H 4.066170 4.618263 -0.415183 0.02 -0.01 -0.03
H 3.901686 3.744740 -1.943711 -0.01 0.01 0.01
H 3.198830 2.429035 2.139731 -0.02 0.01 0.00
H 1.429357 2.538825 2.100874 -0.01 -0.01 0.00
H 2.416838 3.999392 1.995854 0.01 -0.02 0.01
H 1.598382 5.823155 -0.684030 -0.01 -0.01 0.01
H -0.525925 6.820838 -1.496028 -0.01 -0.01 0.00
H -2.453462 5.299657 -1.999169 0.00 0.00 0.00
H -2.169263 2.865133 -1.646482 0.00 -0.01 0.00
O -1.958445 -0.072071 -0.657020 -0.01 -0.17 -0.10
N -2.562953 -0.118172 0.503257 0.23 0.31 0.30
N -2.014178 0.604089 1.369799 -0.10 -0.19 -0.10
O -0.856160 1.255146 1.130587 -0.40 -0.06 0.02
C -2.565824 0.742479 2.698301 0.11 0.03 -0.02
C -3.939228 0.679835 2.864026 -0.08 -0.02 -0.10
C -4.450725 0.801221 4.144788 0.00 0.01 0.03
C -3.596658 0.991675 5.223616 0.01 0.00 -0.01
C -2.223419 1.059330 5.029580 -0.01 0.00 -0.02
C -1.691930 0.934393 3.755541 0.07 0.00 0.00
H -4.589722 0.550143 2.010209 0.00 0.01 0.02
H -5.520122 0.760921 4.299135 0.01 0.00 -0.01
H -4.004167 1.093897 6.220312 0.00 0.00 -0.01
H -1.562194 1.209210 5.872082 0.00 0.00 -0.02
H -0.625471 0.980276 3.585687 0.00 0.00 0.01
C -0.645026 -3.999480 1.835695 0.01 -0.01 0.02
Ge -2.015560 -4.940193 0.829381 0.03 0.01 -0.08
C -3.772464 -4.139963 1.037761 -0.02 0.01 0.00
C -1.976763 -6.868192 0.985284 0.00 -0.01 0.02
C -1.447363 -4.654037 -1.165764 -0.06 -0.03 0.00
Se -1.457520 -2.835015 -1.549816 0.05 -0.11 -0.10
C -3.212951 -2.624942 -2.313699 -0.06 -0.01 0.05
H -0.804598 -4.163960 2.902018 0.01 0.01 0.00
H -0.685154 -2.924782 1.649312 0.00 0.00 0.00
H 0.350213 -4.366163 1.583002 -0.01 0.00 0.00
H -4.115697 -4.319936 2.057753 0.00 0.00 -0.01
H -4.502374 -4.586963 0.362647 0.00 0.01 0.00
H -3.744073 -3.059739 0.883972 0.00 0.00 0.00
H -2.290998 -7.143612 1.993065 0.01 -0.01 -0.01
H -0.970912 -7.251583 0.820004 -0.01 0.00 0.00
H -2.658595 -7.332642 0.274339 0.00 0.00 0.01
H -2.124334 -5.217710 -1.804861 0.00 -0.02 0.03
H -0.424126 -5.027384 -1.201694 -0.01 0.01 -0.01
H -3.932623 -3.133515 -1.674467 0.01 0.01 -0.01
H -3.208048 -3.063979 -3.309843 0.01 -0.02 0.01
H -3.418464 -1.559025 -2.356579 0.03 -0.02 0.01
```
Positions in Å, forces in eV/Å.

Calculated values
2S+1 ... 2
Energy relative to the best compared isomer or geometry (same formula, charge and spin) ... 0.714 eV
Total charge ... +2
HOMO-LUMO gap (spin up / spin down) ... 7.971 / 5.557 eV
Strongest force on any atom ... 0.49 eV Å⁻¹
HOMO level (spin up / spin down) ... -13.887 / -13.887 eV

Löwdin atomic charge list, values in e, 2 entries: 1.279 -0.166

***

The following is a quantum chemistry calculation of a molecular structure, C25H16BeF6IN2O4PS3 in a non-equilibrium geometry, from the Open Molecules 2025 dataset.

```
59
Properties=species:S:1:pos:R:3:forces:R:3
Be -0.183151 1.880801 0.418906 1.37 -0.38 -0.51
I 0.377766 2.066600 -2.664990 0.24 -0.78 -0.81
C 0.419068 0.175585 -3.679682 -0.12 1.00 0.00
C 0.364616 0.289826 -5.049850 0.02 0.28 0.59
C 0.434627 -0.828169 -5.878308 0.05 -0.37 0.03
C 0.568168 -2.055600 -5.305118 -0.03 0.21 -0.16
C 0.614607 -2.204790 -3.903852 0.06 0.13 0.14
C 0.767538 -3.510016 -3.399134 -0.01 -0.09 0.33
C 0.785667 -3.739768 -2.057233 0.05 -0.10 -0.30
C 0.659494 -2.656812 -1.187184 -0.02 0.37 0.00
C 0.550225 -1.345533 -1.612294 -0.16 -0.11 0.37
P 0.512759 -0.197685 -0.136103 0.38 -0.39 0.03
C -0.539555 -1.145979 1.013965 -0.08 0.06 0.02
C -0.210834 -1.310189 2.357281 0.03 -0.05 -0.07
C -1.073282 -1.988253 3.203651 0.01 -0.08 0.01
C -2.281926 -2.470976 2.729087 0.00 0.02 -0.02
C -2.645075 -2.244068 1.409823 -0.10 -0.06 0.05
C -1.780363 -1.585929 0.555257 0.12 0.12 0.03
C 2.214017 -0.387685 0.502702 -0.05 0.18 0.07
C 2.677213 -1.519110 1.171872 0.06 0.06 -0.07
C 3.967745 -1.553483 1.668256 0.00 -0.13 0.03
C 4.810602 -0.465664 1.513716 0.00 0.12 -0.07
C 4.359269 0.661688 0.848798 0.14 -0.01 -0.01
C 3.074254 0.696144 0.336302 -0.16 -0.08 0.06
C 0.526673 -1.075436 -3.018682 0.00 -0.15 -0.21
H 0.278360 1.266706 -5.497068 -0.01 0.13 0.01
H 0.398695 -0.697632 -6.946468 -0.02 -0.06 -0.18
H 0.639336 -2.945708 -5.908910 0.01 -0.13 -0.11
H 0.870702 -4.321368 -4.102393 -0.03 -0.12 -0.10
H 0.897753 -4.737432 -1.660036 -0.01 -0.07 0.02
H 0.637325 -2.871410 -0.129972 0.01 -0.02 0.00
H 0.713688 -0.902637 2.744190 -0.01 -0.06 0.02
H -0.799105 -2.145306 4.236868 0.02 0.05 0.08
H -2.946677 -3.008436 3.390484 -0.05 0.00 0.03
H -3.606107 -2.581085 1.050271 -0.06 -0.02 -0.05
H -2.065133 -1.399929 -0.471921 -0.05 -0.08 -0.07
H 2.035665 -2.372167 1.328710 -0.04 -0.05 0.02
H 4.316034 -2.433102 2.188420 0.02 -0.09 0.05
H 5.815406 -0.496430 1.907962 0.06 0.00 0.06
H 5.001904 1.521458 0.736242 0.07 0.07 -0.05
H 2.734872 1.577740 -0.186781 0.00 0.05 -0.09
F -2.566652 2.557527 4.854916 0.09 0.15 -0.19
C -1.835399 1.709386 4.140001 -0.22 -0.12 0.12
F -0.918991 1.167853 4.939814 0.24 0.10 -0.19
F -2.626928 0.732983 3.706311 0.12 0.23 -0.33
S -0.983654 2.646306 2.748527 -0.98 0.15 2.12
O -0.361425 1.550976 2.002429 0.31 -0.67 -0.24
O -0.135834 3.547451 3.423577 0.14 0.43 0.10
N -2.129007 3.307315 1.929081 -0.12 0.24 -0.04
S -2.697020 2.547104 0.688636 -1.46 0.25 0.33
O -3.675139 1.564900 0.986364 -0.47 -0.13 -0.01
O -1.616363 2.063718 -0.176509 0.31 -0.13 -0.82
C -3.518351 3.812880 -0.445212 -0.21 0.34 -0.49
F -4.051797 4.838827 0.185402 0.21 -0.20 0.40
F -4.490764 3.156827 -1.083288 0.09 -0.20 0.27
F -2.663532 4.236991 -1.354082 0.09 -0.11 0.10
S 1.187244 3.506307 0.369427 0.61 -0.83 -0.07
C 0.002064 4.651689 0.315302 -0.07 0.58 -0.25
N -0.811295 5.462200 0.252520 -0.43 0.57 0.03
```
Positions in Å, forces in eV/Å.

Calculated values
2S+1 ... 1
Energy relative to the best compared isomer or geometry (same formula, charge and spin) ... 0.847 eV
Total charge ... 0
HOMO-LUMO gap ... 8.105 eV
Strongest force on any atom ... 2.34 eV Å⁻¹
HOMO level ... -8.585 eV

Löwdin atomic charge list, values in e, 2 entries: -0.262 1.087

***

The following is a quantum chemistry calculation of C10H11NO3 in the gas phase in a non-equilibrium geometry, from the Open Molecules 2025 dataset.

```
25
Properties=species:S:1:pos:R:3:forces:R:3
C -3.111368 0.453492 1.530047 -1.77 0.09 -1.53
C -3.586509 -0.065699 0.000771 2.85 -1.54 3.50
O -4.661203 -0.477101 -0.222392 -3.86 0.15 -0.36
N -2.580432 -0.534357 -0.761527 7.13 0.45 -0.46
C -1.120939 -0.102604 -0.415400 -6.28 4.42 -1.79
C -0.711587 1.225132 -0.491050 -4.21 2.46 -0.62
C 0.525249 1.664969 -0.293583 3.60 1.80 -2.40
C 1.660969 0.810493 -0.245860 -4.30 -2.41 2.22
C 1.177719 -0.570628 -0.043141 3.71 3.38 -0.85
C -0.142225 -0.869252 -0.126293 2.38 -4.75 -0.03
C 2.183890 -1.649582 0.118222 1.64 0.82 -4.54
O 3.532687 -1.155670 0.126715 0.02 3.17 -0.93
C 3.694504 0.294706 0.391042 9.25 -2.70 2.49
O 2.929717 1.232824 -0.063828 -4.62 1.58 -1.56
H -3.440535 1.589186 1.487675 0.88 -2.29 0.84
H -3.966595 -0.251575 2.162844 3.03 2.31 -1.41
H -1.906454 0.301206 1.662273 -3.58 0.35 0.19
H -2.460932 -1.457906 -1.219070 -1.53 1.03 0.42
H -1.329733 2.185827 -0.729927 0.01 -2.60 0.32
H 0.551932 2.669740 -0.769853 1.10 -0.24 1.35
H -0.336140 -1.896656 -0.229015 -0.22 -1.73 0.51
H 2.131537 -1.988551 1.044419 -1.08 -2.74 3.95
H 2.206238 -2.427704 -0.760162 -0.52 1.18 1.92
H 4.713783 0.704885 -0.205420 -1.76 -2.22 1.82
H 4.072093 0.365472 1.614417 -1.85 0.04 -3.04
```
Positions in Å, forces in eV/Å.

Calculated values
2S+1 ... 1
SMILES string ... CC(=O)Nc1ccc2c(c1)COCO2
Energy relative to the best compared isomer or geometry (same formula, charge and spin) ... 7.375 eV
Total charge ... 0
HOMO-LUMO gap ... 9.394 eV
Strongest force on any atom ... 9.95 eV Å⁻¹
HOMO level ... -8.834 eV

Löwdin atomic charge list, values in e, 2 entries: -0.011 -0.573

***

The following is a quantum chemistry calculation of 2 unconnected molecules or ions with the total composition C10H14NO2 in a non-equilibrium geometry, from the Open Molecules 2025 dataset.

```
27
Properties=species:S:1:pos:R:3:forces:R:3
C -2.572476 -2.626449 0.355327 0.00 0.05 0.04
C -1.662478 -2.730006 -0.688066 -0.05 0.09 0.07
C -2.466650 -1.589952 1.269033 -0.07 -0.14 -0.16
C -0.655651 -1.795763 -0.829791 0.18 0.19 0.02
C -1.456431 -0.652627 1.150532 0.35 0.15 -0.05
C -0.548454 -0.760370 0.098151 -0.58 -0.98 0.52
C -1.560465 2.221042 -0.741749 -0.37 0.35 0.37
C -0.645698 1.749579 -1.485230 0.95 -1.45 1.12
C 2.404780 -1.067104 0.016697 0.23 -0.42 0.50
C 1.505530 2.123885 0.801490 0.39 0.31 -0.30
N 0.447793 0.218315 -0.090210 -0.91 3.17 -1.63
O 1.600919 -0.133791 -0.717936 -0.05 0.14 -0.29
O 0.621328 1.037631 1.016735 -0.28 -1.09 0.52
H -3.359830 -3.355680 0.456187 -0.08 -0.09 0.02
H -1.740033 -3.540065 -1.395464 0.00 -0.06 -0.09
H -3.169743 -1.512432 2.083181 -0.05 0.01 0.09
H 0.044134 -1.863370 -1.648446 0.07 -0.01 -0.07
H -1.347029 0.127860 1.885367 0.01 0.05 0.06
H -2.298876 2.932519 -1.100007 0.01 0.04 -0.29
H -1.651800 1.986626 0.314716 0.14 -0.26 0.14
H -0.100825 1.586480 -2.380697 0.26 -0.09 -0.44
H 2.762681 -0.630304 0.950607 -0.06 0.04 -0.07
H 3.244867 -1.281276 -0.636301 -0.03 0.03 -0.04
H 1.849045 -1.981475 0.228122 0.02 0.05 -0.05
H 2.543854 1.836692 0.969519 -0.06 -0.06 -0.07
H 1.216283 2.881127 1.525835 -0.03 -0.06 0.01
H 1.392046 2.511393 -0.212266 0.01 0.05 0.04
```
Positions in Å, forces in eV/Å.

Calculated values
2S+1 ... 1
Energy relative to the best compared isomer or geometry (same formula, charge and spin) ... 7.239 eV
Total charge ... +1
HOMO-LUMO gap (spin up / spin down) ... 7.371 / 7.376 eV
Strongest force on any atom ... 3.67 eV Å⁻¹
HOMO level (spin up / spin down) ... -12.615 / -12.616 eV

Löwdin atomic charge list, values in e, 2 entries: -0.051 -0.046